{"formula": "C4H5I2NO", "method": "ωB97M-V/def2-TZVPD", "molar_mass_g_mol": 336.9, "homo_ev": -9.67, "total_energy_ev": -23966.491, "de_lowest_kcal_mol": 21.2, "orbital_gap_ev": 9.2, "symbols": ["C", "C", "C", "C", "N", "O", "I", "I", "H", "H", "H", "H", "H"], "xyz": [[-1.167, -0.526, -0.814], [0.279, 0.020, -1.233], [-0.126, 0.285, 1.345], [1.178, 0.056, -0.012], [-1.244, -0.161, 0.527], [-2.050, -0.800, -1.545], [2.442, 1.806, 0.081], [2.098, -1.871, 0.267], [0.681, -0.270, -2.080], [0.082, 1.042, -1.332], [0.122, -0.496, 2.162], [-0.172, 1.280, 1.656], [-2.123, -0.365, 0.977]], "forces_ev_per_a": [[3.4, 2.9, 1.5], [-2.1, 0.6, 4.8], [2.3, -4.6, -2.9], [-2.2, 0.1, 2.4], [-0.9, -0.6, 0.4], [-1.3, -1.1, -0.8], [-0.1, -0.7, -0.1], [0.0, 0.6, 0.1], [1.9, -2.1, -4.0], [-0.8, 1.8, -0.7], [-0.3, 1.6, -1.2], [0.0, 1.6, 0.4], [0.0, 0.0, 0.0]]}